C41H37BrNO6PSTa as an isolated structure. Source: the OMol25 dataset; level of theory: the ωB97M-V functional and the def2-TZVPD basis.

The geometry in XYZ format:
```
89
Properties=species:S:1:pos:R:3
Ta 0.208 -0.614 0.063
C 2.061 -3.283 3.133
C 2.726 -3.085 1.773
C 1.989 -3.827 0.662
C 2.984 -1.602 1.470
C 4.032 -1.011 2.410
O 3.270 -0.108 3.256
C 2.046 0.011 2.767
N 1.798 -0.707 1.719
C 1.206 0.950 3.559
C 1.696 1.255 4.833
C 1.064 2.179 5.643
C -0.058 2.849 5.180
C -0.555 2.554 3.923
C 0.044 1.594 3.112
P -0.816 1.299 1.541
C -2.492 0.747 1.956
C -2.919 0.478 3.252
C -4.196 -0.031 3.468
C -5.047 -0.272 2.398
C -4.622 -0.011 1.100
C -3.350 0.492 0.880
C -0.942 2.948 0.818
C 0.250 3.542 0.399
C 0.232 4.814 -0.146
C -0.976 5.494 -0.278
C -2.161 4.902 0.138
C -2.148 3.623 0.687
H 2.010 -4.345 3.375
H 1.041 -2.893 3.137
H 2.611 -2.794 3.943
H 3.732 -3.514 1.833
H 0.934 -3.538 0.607
H 2.016 -4.901 0.853
H 2.440 -3.645 -0.316
H 3.285 -1.495 0.434
H 4.804 -0.433 1.915
H 4.488 -1.755 3.052
H 2.590 0.766 5.189
H 1.462 2.389 6.628
H -0.543 3.600 5.791
H -1.431 3.082 3.562
H -2.264 0.647 4.098
H -4.525 -0.236 4.479
H -6.043 -0.659 2.574
H -5.283 -0.199 0.264
H -3.021 0.685 -0.135
H 1.190 3.007 0.492
H 1.157 5.279 -0.467
H -0.990 6.492 -0.701
H -3.099 5.437 0.045
H -3.076 3.173 1.019
C -2.938 -5.014 -3.907
O -3.209 -3.764 -4.559
C -2.793 -2.653 -3.968
C -3.088 -1.446 -4.633
C -2.679 -0.262 -4.092
C -1.959 -0.222 -2.881
C -1.458 1.009 -2.315
C -1.821 2.333 -2.911
O -0.700 1.042 -1.319
C -1.705 -1.431 -2.246
O -1.056 -1.404 -1.058
C -2.100 -2.643 -2.761
H -3.375 -5.778 -4.535
H -3.403 -5.042 -2.921
H -1.863 -5.176 -3.824
H -3.633 -1.492 -5.567
H -2.897 0.661 -4.616
H -1.386 2.423 -3.910
H -1.431 3.128 -2.278
H -2.904 2.433 -3.010
H -1.865 -3.548 -2.220
S -1.795 -2.715 2.190
C -0.779 -1.874 1.466
Br 6.121 0.858 -5.995
C 4.909 0.501 -4.613
C 4.370 -0.775 -4.496
C 3.477 -1.037 -3.475
C 3.131 -0.024 -2.582
C 3.679 1.252 -2.709
C 4.574 1.518 -3.726
C 2.188 -0.295 -1.513
O 1.807 0.617 -0.685
O 1.655 -1.461 -1.318
H 4.654 -1.549 -5.197
H 3.048 -2.025 -3.362
H 3.401 2.028 -2.007
H 5.016 2.499 -3.837
```

Properties
Relative energy (zero: lowest compared OMol25 entry of this formula, charge and spin) = 14.09 kcal per mole
Charge = +2
Multiplicity = 2
Molecular weight = 963.6 g mol⁻¹

Mulliken population analysis, charges in e, atoms 1 to 6: atom 1 (Ta): 2.01, atom 2 (C): -1.31, atom 3 (C): 0.23, atom 4 (C): -1.32, atom 5 (C): -0.20, atom 6 (C): -0.67

***

A 3-piece molecular cluster, C17H23Br2F6N2O6 overall. Source: the OMol25 dataset; level of theory: the ωB97M-V functional and the def2-TZVPD basis.

The geometry in XYZ format:
```
56
Properties=species:S:1:pos:R:3
F -0.929 0.465 6.493
C -0.250 1.463 5.969
F 0.927 1.059 5.515
C -0.682 2.733 5.913
F -1.186 3.300 7.027
C -0.671 3.605 4.693
C -1.547 3.041 3.547
C -0.800 2.638 2.315
C -1.255 2.059 1.165
N -0.176 1.858 0.342
C 0.945 2.282 0.924
C 2.335 2.222 0.388
C 3.346 1.859 1.518
C 4.514 2.827 1.710
F 5.514 2.544 0.848
Br 5.228 2.474 3.507
C 4.128 4.336 1.630
F 4.888 5.074 2.445
F 2.850 4.500 2.037
Br 4.418 5.077 -0.137
N 0.561 2.748 2.115
H -1.030 4.585 4.994
H 0.374 3.738 4.403
H -2.368 3.715 3.320
H -1.995 2.127 3.935
H -2.266 1.792 0.919
H -0.245 1.420 -0.570
H 2.569 3.154 -0.121
H 2.341 1.424 -0.351
H 3.801 0.913 1.235
H 2.864 1.666 2.468
H 1.214 3.121 2.787
C -1.719 0.909 -5.413
O -2.441 -0.199 -4.863
C -2.120 -0.515 -3.619
O -1.290 0.043 -2.937
O -2.860 -1.552 -3.247
C -2.617 -2.010 -1.914
H -2.088 1.045 -6.424
H -1.906 1.813 -4.837
H -0.652 0.693 -5.444
H -2.844 -1.225 -1.194
H -1.586 -2.343 -1.804
H -3.275 -2.854 -1.737
C -1.116 -4.696 -4.550
O -1.006 -6.116 -4.531
C -1.001 -6.638 -3.304
O -1.079 -6.013 -2.276
O -0.895 -7.957 -3.413
C -0.877 -8.656 -2.165
H -1.110 -4.385 -5.590
H -2.051 -4.377 -4.091
H -0.269 -4.238 -4.040
H -1.803 -8.487 -1.618
H -0.023 -8.349 -1.565
H -0.788 -9.711 -2.405
```

Properties
Total energy = -189649.339 eV
Charge = +1
Multiplicity = 1
Molecular weight = 625.2 g mol⁻¹

Mulliken population analysis, charges in e, atoms 1 to 6: atom 1 (F): -0.21, atom 2 (C): 0.24, atom 3 (F): -0.18, atom 4 (C): 0.28, atom 5 (F): -0.27, atom 6 (C): -0.72

***

A single C2HN3 molecule. Source: the OMol25 dataset; level of theory: the ωB97M-V functional and the def2-TZVPD basis.

The geometry in XYZ format:
```
6
Properties=species:S:1:pos:R:3
C 0.878 0.933 -2.074
C -0.189 -0.262 -0.149
N 0.377 0.333 -1.190
N -0.716 -1.237 0.448
N -0.561 0.124 1.144
H 0.210 0.108 1.820
```

Properties
Relative energy (zero: lowest compared OMol25 entry of this formula, charge and spin) = 72.95 kcal per mole
Multiplicity = 1
Molecular weight = 67.1 g mol⁻¹

Computed Mulliken charges, given in elementary charges: atom 1 (C): 0.00, atom 2 (C): 0.47, atom 3 (N): 0.00, atom 4 (N): -0.33, atom 5 (N): -0.36, atom 6 (H): 0.21

***

C19H43LuOP3SSe as an isolated structure. Source: the OMol25 dataset; level of theory: the ωB97M-V functional and the def2-TZVPD basis.

The geometry in XYZ format:
```
69
Properties=species:S:1:pos:R:3
Lu 1.120 -1.653 0.435
P 1.780 -0.404 -1.730
P -0.830 1.678 -0.235
P -1.628 -1.510 -1.291
H 1.928 -4.950 2.675
C 1.575 -4.930 1.622
C 1.435 -3.739 0.997
H 1.710 -2.923 1.857
C 3.411 0.207 -1.124
C 1.433 0.745 -3.040
C 2.303 -1.903 -2.690
C -2.100 2.374 0.889
C 0.356 3.046 0.017
C -1.594 2.265 -1.809
C -1.946 -3.338 -1.316
C -1.656 -1.205 -3.106
C -3.384 -1.036 -0.932
H 1.463 -5.888 1.096
H 1.266 -3.760 -0.145
H 3.705 -0.180 -0.130
H 3.348 1.301 -1.040
H 4.166 -0.072 -1.876
H 1.365 1.766 -2.659
H 0.507 0.505 -3.562
H 2.271 0.676 -3.748
H 2.519 -2.789 -2.059
H 3.206 -1.621 -3.261
H 1.490 -2.176 -3.386
H -2.324 3.409 0.575
H -1.702 2.385 1.918
H -3.028 1.785 0.857
H -0.063 3.982 -0.384
H 1.296 2.831 -0.500
H 0.556 3.185 1.087
H -1.814 3.334 -1.679
H -2.526 1.730 -2.030
H -0.896 2.146 -2.645
H -2.849 -3.510 -1.917
H -2.129 -3.754 -0.315
H -1.089 -3.884 -1.739
H -2.510 -1.781 -3.494
H -0.733 -1.564 -3.581
H -1.808 -0.141 -3.328
H -4.024 -1.680 -1.555
H -3.596 0.009 -1.194
H -3.638 -1.192 0.128
C -1.856 -3.133 3.075
C -0.864 -3.683 3.919
C -0.937 -5.061 4.179
C -2.063 -5.826 3.763
C -3.172 -5.164 3.215
C -3.059 -3.824 2.830
Se -1.594 -1.542 2.066
H -1.754 -2.437 0.798
H -0.061 -3.039 4.282
H -0.098 -5.550 4.651
H -2.075 -6.926 3.881
H -4.132 -5.685 3.076
H -3.890 -3.255 2.387
C 2.677 0.207 4.208
S 1.775 0.840 2.777
C 3.127 1.839 2.142
O 1.813 -0.457 1.884
H 2.857 0.970 4.985
H 3.593 -0.298 3.865
H 2.034 -0.545 4.658
H 4.052 1.252 1.997
H 2.842 2.298 1.186
H 3.308 2.675 2.843
```

Properties
Relative energy (zero: lowest compared OMol25 entry of this formula, charge and spin) = 64.20 kcal per mole
Charge = +3
Multiplicity = 1
Molecular weight = 666.5 g mol⁻¹

Mulliken population analysis, charges in e, atoms 1 to 6: atom 1 (Lu): 0.85, atom 2 (P): 0.92, atom 3 (P): 0.98, atom 4 (P): 1.01, atom 5 (H): 0.29, atom 6 (C): -0.77

***

C7H16N2O4P as an isolated structure. Source: the OMol25 dataset; level of theory: the ωB97M-V functional and the def2-TZVPD basis.

The geometry in XYZ format:
```
30
Properties=species:S:1:pos:R:3
C -0.097 2.009 -0.609
C 0.272 -2.084 -0.025
C -1.487 -2.825 -1.580
C 0.996 2.848 -1.496
C -2.209 -1.803 0.633
C -1.134 -1.785 -0.525
C -1.687 -0.978 1.853
N 2.042 3.220 -0.612
N -1.452 -1.376 3.051
O 0.174 1.840 0.582
O 2.069 2.695 1.894
O -1.119 1.691 -1.216
O 4.047 2.418 0.416
P 2.495 1.935 0.515
H 0.390 -1.725 0.941
H 0.625 -3.160 0.233
H 0.989 -1.640 -0.678
H -0.746 -2.739 -2.354
H -2.427 -2.559 -2.029
H -1.562 -3.889 -1.319
H 0.430 3.707 -1.908
H 1.310 2.068 -2.110
H -2.649 -2.723 0.950
H -3.037 -1.249 0.113
H -1.014 -0.771 -0.970
H -1.474 -0.027 1.493
H 2.928 3.402 -1.056
H -1.786 -2.331 3.126
H 1.090 2.569 1.758
H 4.025 3.265 0.931
```

Properties
Total energy = -27979.481 eV
Charge = -1
Multiplicity = 1
Molecular weight = 223.2 g mol⁻¹

Mulliken population analysis, charges in e, atoms 1 to 6: atom 1 (C): 0.62, atom 2 (C): -1.55, atom 3 (C): -1.69, atom 4 (C): -0.56, atom 5 (C): -0.94, atom 6 (C): 1.40

***

An isolated ion of composition C3H11N2 and charge +1. Source: the OMol25 dataset; level of theory: the ωB97M-V functional and the def2-TZVPD basis.

The geometry in XYZ format:
```
16
Properties=species:S:1:pos:R:3
C 0.378 0.250 1.253
N -0.288 1.526 0.782
C -0.343 -0.892 0.594
N -0.675 -0.462 -0.769
C 0.483 -0.603 -1.667
H 0.431 0.146 2.333
H 1.400 0.367 0.888
H -1.025 1.750 1.454
H 0.340 2.316 0.732
H -1.251 -1.179 1.129
H 0.267 -1.796 0.593
H -1.491 -0.819 -1.248
H -0.668 1.218 -0.146
H 1.309 -1.192 -1.278
H 0.899 0.365 -1.992
H 0.234 -0.995 -2.657
```

Properties
Relative energy (zero: lowest compared OMol25 entry of this formula, charge and spin) = 18.05 kcal per mole
Charge = +1
Multiplicity = 1
Molecular weight = 75.1 g mol⁻¹

Mulliken population analysis, charges in e, atoms 1 to 6: atom 1 (C): -0.57, atom 2 (N): -0.26, atom 3 (C): -0.51, atom 4 (N): -0.43, atom 5 (C): -0.92, atom 6 (H): 0.38

***

A single C4H10ClN molecule. Source: the OMol25 dataset; level of theory: the ωB97M-V functional and the def2-TZVPD basis.

The geometry in XYZ format:
```
16
Properties=species:S:1:pos:R:3
C 0.401 -0.346 1.974
C 0.230 0.224 -1.956
C 0.486 -0.695 0.375
C 0.089 0.448 -0.476
N -1.512 0.891 -0.326
Cl 1.080 1.964 -0.035
H 0.971 0.540 1.993
H 0.927 -1.104 2.526
H -0.644 -0.285 2.155
H 0.329 1.236 -2.458
H 1.180 -0.487 -2.241
H -0.693 -0.256 -2.259
H -0.051 -1.507 0.050
H 1.591 -0.972 -0.007
H -1.573 1.328 0.509
H -1.557 1.654 -1.088
```

Properties
Relative energy (zero: lowest compared OMol25 entry of this formula, charge and spin) = 34.00 kcal per mole
Multiplicity = 1
Molecular weight = 107.6 g mol⁻¹

Mulliken population analysis, charges in e, atoms 1 to 6: atom 1 (C): -1.15, atom 2 (C): -1.46, atom 3 (C): -0.69, atom 4 (C): 0.83, atom 5 (N): -0.71, atom 6 (Cl): -0.21

***

A 2-piece molecular cluster, C5H11IO3 overall. Source: the OMol25 dataset; level of theory: the ωB97M-V functional and the def2-TZVPD basis.

The geometry in XYZ format:
```
20
Properties=species:S:1:pos:R:3
C -0.897 0.671 1.683
C 2.147 -0.053 0.210
C -0.421 1.034 0.281
C 0.741 0.145 -0.282
C -1.451 -1.697 -2.672
O -2.484 -0.967 -3.015
O -0.804 -1.975 -3.863
O -0.997 -2.076 -1.625
I 1.082 0.934 -2.423
H -1.672 -0.151 1.497
H -0.042 0.199 2.358
H -1.338 1.474 2.095
H 2.550 -0.838 -0.365
H 2.784 0.879 0.050
H 2.145 -0.103 1.328
H -0.262 2.147 0.453
H -1.224 1.070 -0.520
H -3.106 -1.076 -2.309
H 0.179 -0.736 -0.627
H 0.105 -1.741 -3.838
```

Properties
Relative energy (zero: lowest compared OMol25 entry of this formula, charge and spin) = 18.94 kcal per mole
Multiplicity = 1
Molecular weight = 246.0 g mol⁻¹

Mulliken population analysis, charges in e, atoms 1 to 6: atom 1 (C): -1.08, atom 2 (C): -0.98, atom 3 (C): -0.31, atom 4 (C): -0.17, atom 5 (C): 0.68, atom 6 (O): -0.39